The following is a DFT calculation (ωB97M-V/def2-TZVPD) of a molecular structure, C21H28F3O4Ti in a non-equilibrium geometry.

```
57
C21H28F3O4Ti (ωB97M-V/def2-TZVPD)
H 0.697 3.212 -4.041
C -1.913 -1.432 -1.662
H -2.575 1.767 -5.215
C -0.232 -0.899 -6.296
H 0.211 2.464 -5.592
H 0.788 -3.452 -4.579
H 2.375 -0.719 1.077
O -0.103 -1.576 -4.925
H -2.819 0.620 -1.717
H -2.934 0.890 -3.726
C -1.272 -2.118 -0.568
C 1.004 1.745 -0.714
H 1.272 -3.689 -6.885
H 0.413 2.643 -0.846
H 0.534 1.185 1.403
O 1.311 -2.668 1.056
H 0.311 0.066 -6.205
H -0.200 -2.285 -7.988
H 0.609 0.139 -4.659
Ti 0.304 -0.649 -1.319
C -1.038 1.944 -3.687
C -0.980 -1.151 0.456
F 2.545 -4.991 0.853
O 1.220 -2.358 -1.206
C 2.193 -4.414 -0.308
H 3.402 -0.507 -1.425
C -2.119 -0.081 -1.249
H -2.284 -1.905 -2.561
C 0.224 2.357 -4.514
H -2.077 2.552 -1.827
H -0.574 -1.365 1.426
H -1.295 -0.658 -6.515
F 1.316 -5.248 -0.941
H -0.623 3.507 -2.299
F 3.312 -4.306 -1.082
C 1.042 -2.508 -5.047
C 1.409 -2.670 -6.548
H 2.505 1.857 -2.372
C 1.985 -0.099 0.278
C -1.551 0.103 0.026
H -1.633 0.999 0.638
C 2.043 1.274 -1.561
O -0.248 0.811 -3.030
C -2.136 1.187 -4.404
C 0.502 -1.739 -7.355
C 1.515 -3.018 -0.104
C 2.560 0.079 -1.022
H 2.457 -2.401 -6.716
H 1.822 1.032 -3.820
C 1.026 0.951 0.468
H 1.109 -1.074 -7.997
H -2.150 3.729 -3.202
H -1.180 -3.185 -0.467
C 0.768 1.018 -4.082
H 1.928 -2.045 -4.544
C -1.518 2.990 -2.673
H -1.767 0.240 -4.831
```

Frontier orbital gap (alpha / beta) ... 6.894 / 8.200 eV
2S+1 ... 2
HOMO (alpha / beta) ... -0.238 / -0.286 Ha
Total charge ... 0

The computed Löwdin charges, all in e, follow: H 0.113; C -0.132; H 0.096; C -0.148; H 0.114; H 0.115; H 0.116; O -0.201; H 0.099; H 0.077; C -0.148; C -0.133; H 0.102; H 0.092; H 0.116; O 0.066; H 0.098; H 0.107; H 0.045; Ti 0.991; C -0.437; C -0.162; F 0.150; O -0.143; C -0.487; H 0.125; C -0.154; H 0.110; C -0.031; H 0.079; H 0.114; H 0.122; F 0.122; H 0.068; F 0.125; C -0.144; C -0.157; H 0.112; C -0.159; C -0.145; H 0.118; C -0.176; O -0.226; C -0.003; C -0.159; C -0.473; C -0.168; H 0.108; H 0.097; C -0.145; H 0.115; H 0.102; H 0.121; C -0.186; H 0.124; C -0.007; H 0.064

***

The following is a DFT calculation (ωB97M-V/def2-TZVPD) of a molecular structure, C21H28F3O4Ti in a non-equilibrium geometry.

```
57
C21H28F3O4Ti (ωB97M-V/def2-TZVPD)
H 1.936 -0.101 -3.139
H 0.805 -0.072 -9.421
C 0.940 -0.365 -3.542
O 0.491 -1.222 -6.354
H -2.392 -1.631 -1.580
H 1.261 -2.887 -9.037
C 0.362 0.574 -4.580
H 0.862 -1.427 -3.816
H 0.381 1.613 2.185
C -1.530 -1.549 0.485
C 0.768 2.085 0.015
C 1.417 -1.974 -8.465
H -1.914 1.720 1.188
C -2.082 -1.033 -0.731
H 0.480 0.714 -7.278
C 1.697 1.517 -0.907
H 1.978 1.931 -1.877
H -1.388 -2.598 0.721
O 0.877 -1.872 -0.352
H 0.809 -3.215 -6.755
H -1.954 -0.855 -4.183
C -2.073 0.228 -4.046
H 2.217 -0.311 1.868
C 1.837 0.339 1.076
C -1.352 -0.459 1.393
H 0.194 2.672 -3.074
H 0.158 2.980 -0.172
H -0.145 0.032 -5.351
O 1.998 -3.741 -0.937
C -0.817 2.289 -3.227
C -2.283 0.381 -0.554
C 0.034 -0.299 -7.413
H -1.055 -0.157 -7.298
F 1.139 -2.538 2.261
H 1.054 1.354 -4.906
C 1.515 -3.010 -0.117
C 2.359 0.436 -0.245
H -2.851 0.427 -3.301
Ti 0.103 -0.196 -0.398
F 0.992 -4.625 1.588
H 2.263 -2.255 -6.451
H -1.263 2.883 -4.033
H 2.432 -1.636 -8.692
H -1.413 2.430 -2.325
H -0.467 -1.256 -9.273
C -1.833 0.730 0.748
C -0.769 0.855 -3.623
F 2.956 -3.643 1.698
O -0.145 -0.024 -2.580
H -2.819 1.039 -1.236
H 3.202 -0.134 -0.646
C 0.413 -0.852 -8.783
C 1.652 -3.459 1.384
H -1.018 -0.556 2.422
C 1.296 -2.254 -6.960
H -2.419 0.627 -5.009
C 0.870 1.368 1.242
```

Frontier orbital gap ... 8.476 eV
2S+1 ... 1
HOMO ... -0.448 Ha
Total charge ... +1

The computed Löwdin charges, all in e, follow: H 0.126; H 0.110; C -0.065; O -0.228; H 0.130; H 0.111; C -0.092; H 0.140; H 0.137; C -0.121; C -0.116; C -0.143; H 0.132; C -0.100; H 0.122; C -0.121; H 0.126; H 0.136; O -0.141; H 0.120; H 0.113; C 0.014; H 0.136; C -0.114; C -0.119; H 0.086; H 0.136; H 0.051; O 0.172; C 0.002; C -0.098; C -0.176; H 0.121; F 0.110; H 0.147; C -0.425; C -0.120; H 0.080; Ti 1.026; F 0.157; H 0.117; H 0.116; H 0.111; H 0.077; H 0.110; C -0.115; C -0.514; F 0.158; O -0.207; H 0.115; H 0.141; C -0.145; C -0.474; H 0.136; C -0.167; H 0.109; C -0.131

***

no.,total energy (eV)
1,-61686.462
2,-61683.017